[1]
{
  "formula": "C30H27BrF4N5O4P2Ti",
  "method": "ωB97M-V/def2-TZVPD",
  "symbols": ["Ti", "C", "C", "N", "C", "C", "N", "C", "O", "O", "C", "O", "O", "H", "H", "H", "H", "H", "F", "C", "C", "F", "C", "F", "C", "P", "C", "C", "C", "C", "C", "C", "C", "C", "C", "C", "C", "C", "C", "Br", "C", "F", "H", "H", "H", "H", "H", "H", "H", "H", "H", "H", "C", "N", "C", "N", "C", "N", "C", "P", "C", "C", "H", "H", "H", "H", "H", "H", "H", "H", "H", "H", "H", "H"],
  "positions_angstrom": [[-0.150, 0.687, -0.734], [-3.137, -0.598, -3.134], [-3.016, 0.759, -2.548], [-1.998, 1.236, -1.849], [-2.307, 2.553, -1.546], [-3.526, 2.859, -2.061], [-3.953, 1.715, -2.680], [-4.421, 4.054, -2.068], [-3.991, 5.122, -1.442], [-5.511, 3.938, -2.569], [-1.343, 3.359, -0.742], [-1.646, 4.489, -0.388], [-0.243, 2.740, -0.455], [-2.638, -1.331, -2.503], [-2.671, -0.628, -4.120], [-4.184, -0.877, -3.243], [-4.838, 1.668, -3.167], [-3.069, 4.995, -1.080], [-0.235, -7.054, 3.326], [-0.163, -5.862, 2.761], [-1.135, -4.917, 3.013], [-2.141, -5.204, 3.825], [-1.054, -3.669, 2.417], [-2.025, -2.803, 2.727], [-0.020, -3.327, 1.555], [0.240, -1.659, 0.814], [-1.325, -0.709, 1.037], [-1.213, 0.512, 1.720], [-2.305, 1.369, 1.840], [-3.530, 0.998, 1.315], [-3.665, -0.227, 0.663], [-2.574, -1.061, 0.508], [0.026, -2.052, -0.984], [0.681, -1.293, -1.965], [0.567, -1.618, -3.319], [-0.184, -2.705, -3.712], [-0.847, -3.464, -2.753], [-0.754, -3.132, -1.413], [0.969, -4.296, 1.338], [2.471, -3.944, 0.258], [0.893, -5.546, 1.923], [1.827, -6.463, 1.709], [-0.265, 0.784, 2.167], [-2.198, 2.317, 2.350], [-4.385, 1.655, 1.415], [-4.628, -0.529, 0.271], [-2.700, -2.005, -0.007], [1.390, -0.490, -1.720], [1.101, -1.031, -4.055], [-0.245, -2.972, -4.759], [-1.429, -4.326, -3.050], [-1.249, -3.758, -0.681], [4.317, 1.389, 2.656], [3.399, 2.516, 2.486], [4.013, 3.493, 1.585], [4.401, 2.925, 0.294], [5.289, 1.789, 0.525], [4.713, 0.763, 1.395], [3.600, 0.074, 0.759], [2.210, 1.244, 0.340], [2.098, 2.082, 2.003], [3.240, 2.553, -0.500], [3.851, 0.639, 3.298], [5.217, 1.755, 3.150], [4.910, 3.881, 2.067], [3.319, 4.318, 1.422], [6.200, 2.160, 0.996], [5.555, 1.337, -0.433], [3.209, -0.702, 1.421], [3.946, -0.413, -0.156], [1.660, 1.391, 2.728], [1.429, 2.940, 1.901], [2.603, 3.425, -0.663], [3.564, 2.188, -1.477]],
  "mulliken_charge": [-0.273, -0.933, 0.020, 0.194, -0.151, 0.161, -0.040, 0.549, -0.518, -0.598, 0.816, -0.858, -0.488, -0.113, 0.336, 0.425, 0.268, 0.422, -0.272, 0.616, 0.218, -0.279, 0.324, -0.334, -0.151, 0.758, -0.304, 0.203, -0.751, -0.725, -1.133, 0.261, 1.236, -0.270, -0.647, -0.803, -0.636, -0.764, -0.228, -0.068, 0.346, -0.312, 0.295, 0.479, 0.446, 0.515, 0.411, 0.064, 0.532, 0.435, 0.474, 0.361, -0.974, 0.125, -0.873, 0.131, -0.921, 0.135, -1.155, 2.923, -1.475, -1.151, 0.388, 0.291, 0.308, 0.419, 0.324, 0.398, 0.432, 0.438, 0.515, 0.412, 0.432, 0.364],
  "total_energy_ha": -6239.6725,
  "max_force_ev_per_a": 1.3,
  "total_charge": 1,
  "s2": 2.006,
  "e_homo_ev": [-10.660, -10.966],
  "relative_energy_kcal_mol": 0.00,
  "gap_ev": [7.3, 7.5],
  "multiplicity": 3
}

***

[2]
{
  "formula": "C30H27FeIN7O2",
  "method": "ωB97M-V/def2-TZVPD",
  "symbols": ["Fe", "C", "N", "C", "C", "N", "C", "C", "C", "C", "C", "C", "N", "C", "N", "C", "C", "C", "C", "C", "C", "N", "H", "H", "H", "H", "H", "H", "H", "H", "H", "H", "H", "H", "H", "H", "H", "C", "C", "N", "C", "C", "C", "O", "C", "C", "N", "C", "C", "C", "C", "C", "C", "I", "C", "O", "H", "H", "H", "H", "H", "H", "H", "H", "H", "H", "H", "H"],
  "positions_angstrom": [[-0.434, 0.297, 0.146], [0.888, -2.260, -0.944], [-0.052, -1.925, 0.129], [-1.357, -2.603, 0.130], [-2.467, -1.619, -0.091], [-2.244, -0.380, -0.445], [-3.496, 0.226, -0.523], [-3.855, 1.526, -0.866], [-5.199, 1.837, -0.862], [-6.173, 0.882, -0.536], [-5.832, -0.416, -0.211], [-4.477, -0.719, -0.215], [-3.781, -1.890, 0.056], [0.951, -1.147, -1.947], [0.384, 0.014, -1.758], [0.627, 0.753, -2.916], [0.199, 2.021, -3.302], [0.591, 2.478, -4.544], [1.387, 1.701, -5.398], [1.798, 0.433, -5.041], [1.394, -0.020, -3.791], [1.579, -1.233, -3.142], [0.611, -3.191, -1.450], [1.881, -2.421, -0.517], [0.397, -2.054, 1.030], [-1.513, -3.110, 1.085], [-1.391, -3.372, -0.648], [-3.107, 2.258, -1.136], [-5.515, 2.838, -1.121], [-7.215, 1.169, -0.544], [-6.585, -1.154, 0.031], [-4.178, -2.778, 0.313], [-0.430, 2.621, -2.660], [0.269, 3.456, -4.874], [1.673, 2.099, -6.361], [2.396, -0.177, -5.704], [2.073, -2.034, -3.496], [-2.345, -1.407, 3.925], [-0.851, -1.455, 3.837], [-0.189, -2.223, 4.661], [1.160, -2.244, 4.624], [1.906, -1.501, 3.750], [3.412, -1.568, 3.797], [4.021, -0.302, 4.026], [1.219, -0.693, 2.805], [1.946, 0.154, 1.894], [1.420, 0.701, 0.853], [2.191, 1.625, 0.103], [3.515, 1.409, -0.259], [4.184, 2.345, -1.033], [3.543, 3.503, -1.448], [2.221, 3.732, -1.094], [1.560, 2.789, -0.330], [-0.447, 3.022, 0.215], [-0.198, -0.653, 2.833], [-0.924, 0.037, 2.026], [-2.690, -2.147, 4.642], [-2.806, -1.578, 2.950], [-2.673, -0.415, 4.241], [1.641, -2.896, 5.344], [3.819, -1.916, 2.844], [3.715, -2.293, 4.556], [3.873, -0.048, 4.943], [2.976, 0.390, 2.154], [4.015, 0.500, 0.051], [5.211, 2.165, -1.317], [4.068, 4.228, -2.055], [1.713, 4.632, -1.415]],
  "mulliken_charge": [-0.212, -1.339, 0.059, -0.812, -0.055, 0.659, 0.487, -0.473, -0.851, -0.494, -1.100, 0.679, -0.042, 0.135, 0.820, -0.160, -0.266, -0.884, -0.535, -1.091, 0.878, -0.095, 0.552, 0.419, 0.080, 0.414, 0.516, 0.289, 0.431, 0.391, 0.424, 0.229, 0.349, 0.452, 0.413, 0.441, 0.228, -0.956, 0.762, -0.681, -1.135, 1.059, -0.909, -0.536, -0.598, -0.281, 0.607, -0.095, -0.186, -0.970, -0.597, -0.489, 0.288, 0.176, 0.421, -0.951, 0.393, 0.067, 0.306, 0.362, 0.305, 0.416, 0.327, 1.078, 0.558, 0.417, 0.428, 0.477],
  "total_energy_ha": -3254.5046,
  "max_force_ev_per_a": 1.5,
  "total_charge": 1,
  "e_homo_ev": [-10.227, -10.252],
  "gap_ev": [7.5, 7.6]
}

***

[3]
{
  "formula": "C30H27LaN10O9S3Se",
  "method": "ωB97M-V/def2-TZVPD",
  "symbols": ["La", "O", "C", "N", "C", "C", "C", "C", "C", "C", "N", "C", "O", "C", "C", "C", "C", "C", "N", "C", "C", "C", "C", "C", "N", "H", "H", "H", "H", "H", "H", "H", "H", "H", "H", "H", "H", "O", "S", "O", "O", "C", "C", "C", "C", "C", "C", "S", "O", "O", "O", "H", "H", "H", "H", "Se", "C", "N", "N", "C", "N", "O", "H", "H", "H", "H", "C", "C", "C", "N", "N", "C", "N", "S", "H", "H", "H", "H", "H", "H", "H"],
  "positions_angstrom": [[0.663, 0.308, 0.710], [0.042, -0.353, 5.347], [-0.051, -0.228, 4.115], [0.879, 0.048, 3.218], [2.230, 0.143, 3.570], [2.741, 0.785, 4.692], [4.118, 0.874, 4.885], [4.988, 0.321, 3.961], [4.496, -0.355, 2.850], [3.124, -0.459, 2.645], [2.508, -1.086, 1.564], [3.016, -2.156, 0.972], [4.026, -2.822, 1.245], [2.142, -2.627, -0.175], [2.730, -3.398, -1.172], [1.964, -3.829, -2.236], [0.617, -3.498, -2.256], [0.107, -2.742, -1.214], [0.841, -2.304, -0.190], [-1.413, -0.526, 3.500], [-2.523, -0.498, 4.342], [-3.752, -0.900, 3.861], [-3.828, -1.372, 2.556], [-2.677, -1.361, 1.789], [-1.498, -0.921, 2.224], [2.055, 1.206, 5.416], [4.505, 1.366, 5.771], [6.060, 0.406, 4.108], [5.162, -0.801, 2.126], [3.785, -3.615, -1.081], [2.410, -4.409, -3.036], [-0.032, -3.805, -3.066], [-0.938, -2.466, -1.205], [-2.371, -0.166, 5.359], [-4.634, -0.860, 4.489], [-4.760, -1.734, 2.141], [-2.709, -1.729, 0.770], [3.665, -0.257, -2.800], [2.566, 0.534, -2.281], [2.809, 1.946, -2.203], [1.984, -0.060, -1.058], [1.221, 0.266, -3.441], [1.322, -0.803, -4.320], [0.278, -1.105, -5.178], [-0.875, -0.331, -5.156], [-0.979, 0.735, -4.277], [0.063, 1.033, -3.409], [-0.168, 2.450, -2.319], [0.582, 3.554, -2.861], [-1.608, 2.702, -2.415], [0.211, 2.048, -0.943], [2.244, -1.369, -4.301], [0.360, -1.937, -5.867], [-1.695, -0.566, -5.826], [-1.859, 1.363, -4.246], [-1.337, 3.960, 4.138], [-0.948, 2.816, 2.869], [-0.697, 2.093, 1.986], [2.024, 3.624, 2.957], [1.940, 3.208, 1.663], [1.504, 4.117, 0.751], [2.360, 2.094, 1.321], [1.362, 4.313, 3.281], [2.208, 2.868, 3.603], [0.889, 4.856, 1.045], [1.331, 3.730, -0.167], [-4.746, -1.135, -4.253], [-3.945, -1.729, -3.095], [-3.436, -0.704, -2.133], [-2.373, -0.854, -1.436], [-2.062, 0.186, -0.604], [-2.929, 1.162, -0.696], [-3.032, 2.223, 0.136], [-4.250, 0.800, -1.799], [-5.031, -1.917, -4.958], [-4.155, -0.388, -4.785], [-5.652, -0.651, -3.886], [-3.082, -2.282, -3.470], [-4.576, -2.439, -2.550], [-2.204, 2.340, 0.720], [-3.309, 3.072, -0.333]],
  "mulliken_charge": [2.159, -0.806, 0.076, 0.887, -0.238, -0.300, -0.491, -0.755, -0.667, -0.032, 0.681, 0.022, -0.818, 0.311, -0.850, -0.458, -0.811, 0.321, -0.005, -0.052, -0.919, -0.377, -1.028, -0.007, 0.206, 0.480, 0.338, 0.344, 0.453, 0.453, 0.388, 0.436, 0.333, 0.490, 0.387, 0.422, 0.480, -0.837, 1.278, -0.701, -0.242, -0.100, -0.419, -0.718, -0.533, -0.644, -0.361, 1.779, -0.787, -0.830, -0.304, 0.581, 0.420, 0.364, 0.569, -0.255, -0.090, -0.473, -0.433, 0.200, -0.331, -0.578, 0.176, 0.331, 0.261, 0.135, -1.403, -0.040, -0.010, -0.634, 0.397, -0.069, -0.286, -0.358, 0.402, 0.283, 0.408, 0.178, 0.277, 0.022, 0.326],
  "total_energy_ha": -6012.1707,
  "max_force_ev_per_a": 2.6,
  "total_charge": -2,
  "e_homo_ev": -2.038,
  "relative_energy_kcal_mol": 30.41,
  "gap_ev": 5.6
}